Record 1
A 2-piece molecular cluster, C34H32ClOSi overall in a non-equilibrium geometry. Source: the OMol25 dataset; level of theory: ωB97M-V with the def2-TZVPD basis set.

LUMO level (Eh): -0.2083
Gap between HOMO and LUMO (hartree): 0.1715
DFT total energy (Ha): -2139.509853

ORCA input file:
```
! RIJCOSX wB97M-V def2-TZVPD def2/J DEFGRID3
* xyz 1 1
Cl -0.093 4.045 1.008
C 0.249 2.412 0.630
C 0.224 1.440 1.642
C 0.542 0.118 1.340
C 0.877 -0.269 0.013
C 1.240 -1.618 -0.291
C 1.351 -2.143 -1.691
C 1.531 -3.696 -1.522
C 1.417 -3.900 -0.040
C 1.254 -2.693 0.625
C 0.804 0.725 -1.004
C 0.502 2.044 -0.702
H -0.035 1.727 2.657
H 0.511 -0.640 2.122
H 0.431 -1.953 -2.268
H 2.151 -1.669 -2.274
H 0.762 -4.229 -2.099
H 2.501 -4.035 -1.912
H 1.423 -4.883 0.421
H 1.126 -2.568 1.701
H 0.982 0.434 -2.046
H 0.465 2.798 -1.486
C 8.449 -5.227 2.805
C 7.767 -5.871 1.768
C 7.717 -5.296 0.493
C 8.284 -4.033 0.260
Si 8.087 -3.199 -1.389
C 9.639 -2.261 -1.813
C 10.893 -2.727 -1.381
C 12.070 -2.045 -1.725
C 12.002 -0.882 -2.500
C 10.755 -0.410 -2.930
C 9.580 -1.087 -2.578
C 7.690 -4.427 -2.734
C 8.758 -5.066 -3.388
C 8.520 -6.041 -4.366
C 7.205 -6.384 -4.705
C 6.136 -5.737 -4.073
C 6.377 -4.743 -3.113
O 6.789 -2.092 -1.277
C 5.921 -1.896 -0.280
C 5.814 -0.765 0.482
C 5.084 -1.065 1.740
C 4.740 -2.573 1.645
C 4.982 -2.983 0.190
C 8.978 -3.399 1.301
C 9.067 -3.997 2.564
H 8.496 -5.682 3.798
H 7.270 -6.824 1.949
H 7.237 -5.838 -0.327
H 10.960 -3.622 -0.759
H 13.035 -2.419 -1.381
H 12.916 -0.341 -2.761
H 10.697 0.496 -3.534
H 8.611 -0.695 -2.897
H 9.786 -4.797 -3.133
H 9.359 -6.530 -4.862
H 7.015 -7.146 -5.466
H 5.110 -6.003 -4.331
H 5.533 -4.209 -2.667
H 6.337 0.164 0.275
H 5.707 -0.884 2.631
H 4.180 -0.446 1.857
H 5.431 -3.126 2.304
H 3.720 -2.782 1.978
H 4.047 -2.883 -0.388
H 5.358 -4.013 0.077
H 9.455 -2.431 1.128
H 9.612 -3.492 3.361
*
```

Record 2
A 2-piece molecular cluster, C34H32N3O2P overall in a non-equilibrium geometry. Source: the OMol25 dataset; level of theory: ωB97M-V with the def2-TZVPD basis set.

LUMO level (Eh): -0.0040
ΔE to the lowest compared entry with this formula, charge and spin (kJ/mol): 10.7
Gap between HOMO and LUMO (hartree): 0.2399
DFT total energy (Ha): -1970.885131

ORCA input file:
```
! RIJCOSX wB97M-V def2-TZVPD def2/J DEFGRID3
* xyz 0 1
C 3.550 -3.462 -3.037
C 3.342 -2.258 -3.716
C 3.177 -1.072 -2.998
C 3.172 -1.096 -1.602
P 2.770 0.435 -0.719
C 3.894 1.659 -1.455
C 3.468 2.783 -2.172
C 4.409 3.674 -2.717
C 5.777 3.472 -2.512
C 6.212 2.353 -1.789
C 5.275 1.467 -1.242
N 1.177 0.825 -1.131
C 0.071 0.209 -0.870
C -1.185 0.497 -1.588
C -2.158 -0.501 -1.817
C -3.351 -0.176 -2.460
C -3.592 1.133 -2.892
C -2.602 2.111 -2.722
C -1.394 1.792 -2.096
O 3.052 0.285 0.739
C 3.435 -2.290 -0.913
C 3.610 -3.475 -1.638
H 3.691 -4.380 -3.602
H 3.310 -2.224 -4.807
H 3.051 -0.121 -3.517
H 2.401 2.956 -2.318
H 4.065 4.535 -3.300
H 6.504 4.185 -2.897
H 7.280 2.172 -1.641
H 5.622 0.611 -0.659
H 0.038 -0.613 -0.115
H -1.958 -1.526 -1.508
H -4.115 -0.940 -2.617
H -4.534 1.384 -3.384
H -2.780 3.133 -3.059
H -0.597 2.529 -1.981
H 3.501 -2.290 0.177
H 3.795 -4.414 -1.110
C -5.909 -3.984 2.495
N -5.520 -3.022 1.466
C -6.095 -3.349 0.168
C -4.503 -2.110 1.625
C -3.319 -2.440 2.324
C -2.259 -1.569 2.383
N -2.364 -0.264 1.927
C -1.287 0.615 1.877
C -0.076 0.368 2.576
C 0.791 1.532 3.015
C 2.133 1.259 3.321
C 3.006 2.275 3.719
C 2.533 3.587 3.852
C 1.171 3.859 3.638
C 0.307 2.832 3.234
O 0.332 -0.789 2.839
C -3.583 0.130 1.397
C -4.583 -0.775 1.136
H -5.651 -3.617 3.496
H -6.999 -4.136 2.436
H -5.432 -4.964 2.326
H -5.772 -2.639 -0.600
H -5.791 -4.368 -0.130
H -7.193 -3.350 0.237
H -3.197 -3.409 2.802
H -1.288 -1.856 2.758
H -1.451 1.559 1.350
H 2.510 0.239 3.239
H 4.049 2.030 3.945
H 3.209 4.388 4.154
H 0.771 4.860 3.818
H -0.761 3.005 3.083
H -3.672 1.186 1.146
H -5.490 -0.442 0.631
*
```

Record 3
A 2-piece molecular cluster, C34H32NO3 overall in a non-equilibrium geometry. Source: the OMol25 dataset; level of theory: ωB97M-V with the def2-TZVPD basis set.

LUMO level (Eh): -0.1711
Gap between HOMO and LUMO (hartree): 0.1656
DFT total energy (Ha): -1594.980130

ORCA input file:
```
! RIJCOSX wB97M-V def2-TZVPD def2/J DEFGRID3
* xyz 1 1
C -2.473 1.239 -2.332
C -1.695 0.441 -3.182
C -0.313 0.482 -3.099
C 0.333 1.191 -2.045
C 1.698 0.931 -1.680
C 2.406 -0.203 -2.102
N 3.766 -0.162 -2.311
C 4.384 1.151 -2.528
C 5.898 1.099 -2.705
O 6.492 0.086 -1.891
C 6.052 -1.200 -2.338
C 4.548 -1.384 -2.131
C 1.687 -1.491 -2.305
C 0.585 -1.816 -1.494
C -0.002 -3.077 -1.530
C 0.375 -3.982 -2.527
C 1.340 -3.606 -3.463
C 1.993 -2.374 -3.363
C -0.456 2.114 -1.308
C -1.837 2.124 -1.450
H -3.565 1.171 -2.365
H -2.173 -0.237 -3.894
H 0.292 -0.112 -3.791
H 2.212 1.692 -1.089
H 3.949 1.604 -3.433
H 4.152 1.822 -1.688
H 6.111 0.934 -3.778
H 6.361 2.025 -2.345
H 6.275 -1.355 -3.418
H 6.606 -1.926 -1.722
H 4.377 -1.799 -1.120
H 4.228 -2.156 -2.839
H 0.170 -1.040 -0.848
H -0.749 -3.339 -0.779
H -0.093 -4.968 -2.569
H 1.615 -4.279 -4.272
H 2.740 -2.088 -4.109
H 0.041 2.763 -0.585
H -2.438 2.814 -0.851
C -8.124 1.463 3.187
O -7.454 0.687 2.165
C -6.103 0.568 2.265
C -5.423 -0.139 1.240
C -4.045 -0.223 1.270
C -3.284 0.362 2.319
C -1.844 0.304 2.327
O -1.295 0.867 3.438
C 0.069 0.780 3.650
C 0.915 0.144 2.720
C 2.271 -0.055 3.106
C 2.715 0.357 4.351
C 1.845 1.012 5.234
C 0.521 1.247 4.877
C 0.339 -0.323 1.521
C -1.040 -0.242 1.331
C -3.986 1.005 3.364
C -5.362 1.117 3.343
H -9.175 1.453 2.896
H -7.995 1.002 4.175
H -7.740 2.491 3.206
H -6.010 -0.598 0.446
H -3.525 -0.752 0.475
H 2.931 -0.554 2.393
H 3.750 0.179 4.647
H 2.201 1.345 6.208
H -0.181 1.755 5.534
H 0.984 -0.831 0.809
H -1.524 -0.580 0.418
H -3.453 1.443 4.206
H -5.875 1.630 4.160
*
```

Record 4
A 2-piece molecular cluster, C34H32O6 overall in a non-equilibrium geometry. Source: the OMol25 dataset; level of theory: ωB97M-V with the def2-TZVPD basis set.

LUMO level (Eh): -0.0812
ΔE to the lowest compared entry with this formula, charge and spin (kJ/mol): 69.4
Gap between HOMO and LUMO (hartree): 0.1832
DFT total energy (Ha): -1766.144585

ORCA input file:
```
! RIJCOSX wB97M-V def2-TZVPD def2/J DEFGRID3
* xyz 0 1
C -5.957 -0.888 4.592
O -5.119 0.267 4.785
C -3.989 0.363 4.040
C -3.236 1.560 4.172
C -2.130 1.764 3.374
C -1.742 0.779 2.463
C -0.534 1.006 1.605
C 0.703 0.356 2.001
C 0.805 -1.023 2.357
O -0.037 -1.882 2.131
O 1.983 -1.389 3.010
C 2.292 -0.474 4.070
C 1.156 -0.437 5.092
C 3.609 -0.866 4.738
O 2.561 0.834 3.503
C 1.640 1.313 2.616
O 1.598 2.528 2.425
C -2.465 -0.403 2.339
C -3.577 -0.637 3.130
H -6.777 -0.720 5.286
H -6.328 -0.944 3.561
H -5.421 -1.813 4.843
H -3.558 2.306 4.894
H -1.534 2.678 3.434
H -0.786 0.579 0.653
H -0.320 2.073 1.490
H 0.209 -0.088 4.656
H 1.022 -1.452 5.491
H 1.446 0.227 5.916
H 4.426 -0.743 4.023
H 3.765 -0.184 5.581
H 3.558 -1.897 5.096
H -2.141 -1.169 1.639
H -4.118 -1.579 3.029
C 2.885 -5.798 -1.346
C 2.297 -4.440 -1.143
C 1.011 -4.355 -0.603
C 0.440 -3.128 -0.376
C 1.108 -1.931 -0.749
C 0.343 -0.735 -0.640
C 0.274 0.305 -1.619
C 1.127 0.363 -2.755
C 1.112 1.444 -3.629
C 0.280 2.536 -3.351
O 0.283 3.725 -4.062
C 0.083 3.708 -5.448
C -1.099 4.277 -5.934
C -1.393 4.152 -7.288
C -0.475 3.551 -8.156
C 0.736 3.060 -7.662
C 1.031 3.141 -6.300
C -0.626 2.481 -2.285
C -0.720 1.334 -1.535
C 2.453 -2.020 -1.191
C 3.008 -3.270 -1.447
H 3.732 -5.773 -2.034
H 3.215 -6.235 -0.393
H 2.127 -6.473 -1.763
H 0.460 -5.267 -0.375
H -0.543 -3.068 0.083
H -0.555 -0.906 -0.049
H 1.813 -0.461 -2.961
H 1.748 1.432 -4.512
H -1.772 4.779 -5.236
H -2.340 4.539 -7.665
H -0.702 3.468 -9.216
H 1.478 2.611 -8.324
H 1.977 2.784 -5.889
H -1.276 3.331 -2.103
H -1.565 1.245 -0.852
H 3.040 -1.105 -1.326
H 4.001 -3.348 -1.900
*
```

Record 5
C34H32O6PRuS3 as an isolated structure in a non-equilibrium geometry. Source: the OMol25 dataset; level of theory: ωB97M-V with the def2-TZVPD basis set.

LUMO level (alpha / beta) (Eh): 0.0152 / 0.0151
ΔE to the lowest compared entry with this formula, charge and spin (kJ/mol): 0.0
Gap between HOMO and LUMO (alpha / beta) (hartree): 0.2740 / 0.2622
DFT total energy (Ha): -3397.029647

ORCA input file:
```
! RIJCOSX wB97M-V def2-TZVPD def2/J DEFGRID3
* xyz 0 2
Ru 0.016 -0.316 -0.589
C 0.233 1.159 5.336
C -0.924 0.756 4.680
C -0.832 0.016 3.514
C 0.411 -0.346 2.992
C 1.562 0.062 3.655
C 1.472 0.813 4.822
P 0.452 -1.230 1.381
C -0.679 -2.633 1.732
C -0.861 -3.176 3.005
C -1.714 -4.252 3.198
C -2.397 -4.801 2.121
C -2.223 -4.270 0.851
C -1.371 -3.192 0.661
C 2.101 -2.035 1.452
C 2.327 -3.338 1.889
C 3.599 -3.890 1.857
C 4.673 -3.147 1.385
C 4.472 -1.850 0.944
C 3.195 -1.315 0.983
H 0.167 1.740 6.248
H -1.895 1.022 5.078
H -1.734 -0.304 3.003
H 2.535 -0.208 3.265
H 2.375 1.124 5.332
H -0.332 -2.751 3.849
H -1.847 -4.662 4.191
H -3.065 -5.640 2.272
H -2.755 -4.694 0.009
H -1.234 -2.766 -0.328
H 1.497 -3.933 2.246
H 3.751 -4.907 2.197
H 5.665 -3.579 1.356
H 5.279 -1.242 0.558
O -0.426 0.126 -2.676
S 0.572 0.796 -3.601
C -0.005 2.540 -3.756
C -1.396 2.701 -3.165
C -1.374 2.760 -1.636
C -2.741 2.481 -1.013
S -2.731 1.307 0.373
O -2.054 0.043 -0.114
C -1.697 2.258 1.478
C -0.312 2.316 1.462
C 0.336 3.106 2.402
C -0.383 3.841 3.334
C -1.770 3.784 3.338
C -2.425 2.978 2.420
C 0.055 0.227 -5.219
C 0.755 0.647 -6.342
C 0.379 0.176 -7.588
C -0.679 -0.718 -7.704
C -1.357 -1.145 -6.572
C -0.989 -0.676 -5.317
H 0.015 2.766 -4.820
H 0.737 3.156 -3.247
H -2.025 1.874 -3.501
H -1.838 3.618 -3.565
H -1.015 3.742 -1.319
H -0.648 2.036 -1.264
H -3.438 2.037 -1.725
H -3.213 3.371 -0.592
H 0.311 1.754 0.774
H 1.418 3.133 2.402
H 0.137 4.448 4.064
H -2.339 4.343 4.069
H -3.506 2.893 2.438
H 1.594 1.327 -6.243
H 0.917 0.496 -8.471
H -0.966 -1.089 -8.679
H -2.173 -1.851 -6.663
H -1.492 -1.002 -4.417
O 4.089 0.438 -1.573
S 2.785 0.260 -1.015
O 2.994 -0.001 0.589
O 1.912 1.426 -0.994
O 2.061 -0.933 -1.498
*
```

Record 6
C34H33BrIIrN2O2Si2 as an isolated structure. Source: the OMol25 dataset; level of theory: ωB97M-V with the def2-TZVPD basis set.

LUMO level (alpha / beta) (Eh): -0.1088 / -0.1418
ΔE to the lowest compared entry with this formula, charge and spin (kJ/mol): 88.7
Gap between HOMO and LUMO (alpha / beta) (hartree): 0.2733 / 0.2465
DFT total energy (Ha): -5130.299191

ORCA input file:
```
! RIJCOSX wB97M-V def2-TZVPD def2/J DEFGRID3
* xyz 1 2
Ir -0.407 0.264 1.199
I -1.395 2.059 3.076
C -2.449 0.588 4.079
C -3.244 0.912 5.142
C -3.864 -0.127 5.862
C -3.605 -1.426 5.536
C -2.753 -1.757 4.455
C -2.374 -3.098 4.216
C -1.464 -3.380 3.245
C -1.008 -2.360 2.383
C -1.375 -1.038 2.513
C -2.209 -0.729 3.641
H -3.390 1.940 5.442
H -4.508 0.118 6.695
H -4.034 -2.231 6.119
H -2.794 -3.882 4.832
H -1.138 -4.397 3.076
H -0.350 -2.663 1.580
C 0.090 3.106 -0.574
Si -1.364 1.932 -0.324
C -2.820 2.949 0.281
C -1.890 1.131 -1.920
C -2.360 1.870 -3.012
C -2.789 1.229 -4.159
C -2.769 -0.164 -4.219
C -2.321 -0.895 -3.134
C -1.867 -0.252 -1.976
Si -1.331 -1.208 -0.453
C -2.872 -2.188 0.000
C 0.034 -2.386 -1.033
H -0.317 3.998 -1.059
H 0.865 2.702 -1.222
H 0.547 3.430 0.362
H -3.228 3.469 -0.591
H -2.558 3.705 1.016
H -3.613 2.323 0.690
H -2.391 2.953 -2.974
H -3.150 1.803 -5.002
H -3.114 -0.671 -5.110
H -2.324 -1.977 -3.195
H -3.255 -2.655 -0.910
H -3.646 -1.513 0.370
H -2.724 -2.969 0.739
H -0.432 -3.193 -1.604
H 0.616 -2.852 -0.240
H 0.731 -1.881 -1.705
C 1.807 0.084 4.057
O 1.718 0.306 2.648
C 2.858 0.413 1.916
C 4.147 0.479 2.418
C 5.226 0.588 1.539
Br 6.968 0.687 2.240
C 5.039 0.604 0.173
C 3.741 0.520 -0.340
C 2.657 0.453 0.537
O 1.390 0.400 0.055
C 3.447 0.444 -1.759
N 2.200 0.251 -2.178
C 2.242 0.190 -3.564
C 1.222 0.003 -4.492
C 1.592 -0.009 -5.821
C 2.929 0.159 -6.214
C 3.947 0.343 -5.297
C 3.575 0.356 -3.961
N 4.312 0.509 -2.794
H 2.240 0.955 4.551
H 2.400 -0.808 4.261
H 0.783 -0.067 4.389
H 4.321 0.456 3.484
H 5.897 0.658 -0.481
H 1.479 0.455 -1.134
H 0.198 -0.128 -4.180
H 0.837 -0.152 -6.581
H 3.169 0.141 -7.268
H 4.973 0.469 -5.610
H 5.305 0.648 -2.730
*
```